{"formula": "C38H30Cl2N5O11Pb", "method": "ωB97M-V/def2-TZVPD", "species": ["Pb", "C", "C", "N", "N", "C", "O", "C", "C", "C", "C", "C", "C", "C", "C", "C", "C", "C", "N", "H", "H", "H", "H", "H", "H", "H", "H", "H", "H", "H", "H", "Cl", "C", "C", "C", "Cl", "C", "O", "C", "C", "O", "C", "H", "H", "H", "H", "C", "C", "C", "C", "C", "C", "C", "C", "C", "C", "O", "O", "H", "H", "H", "H", "H", "H", "H", "H", "H", "H", "H", "O", "C", "O", "C", "C", "C", "C", "C", "C", "N", "O", "O", "N", "O", "O", "H", "H", "H"], "xyz": [[0.13, -0.58, 1.15], [-3.27, 2.56, 2.72], [-2.44, 1.21, 2.56], [-1.13, 1.23, 2.51], [-0.53, 2.41, 2.56], [0.77, 2.48, 2.16], [1.33, 1.53, 1.55], [1.47, 3.74, 2.25], [1.45, 4.54, 1.11], [1.85, 5.83, 1.19], [2.51, 6.26, 2.33], [2.70, 5.44, 3.46], [2.20, 4.13, 3.37], [-3.11, 0.01, 2.41], [-4.44, -0.11, 1.94], [-5.08, -1.32, 1.74], [-4.42, -2.49, 2.15], [-3.07, -2.34, 2.61], [-2.47, -1.16, 2.65], [-3.72, 2.75, 3.72], [-2.46, 3.25, 2.38], [-4.05, 2.58, 1.97], [1.05, 4.16, 0.13], [1.62, 6.47, 0.37], [2.87, 7.27, 2.34], [3.13, 5.85, 4.40], [2.36, 3.40, 4.19], [-4.92, 0.81, 1.70], [-6.02, -1.29, 1.23], [-4.97, -3.46, 2.16], [-2.36, -3.17, 2.71], [-1.57, 6.71, -8.06], [-0.91, 5.53, -6.99], [-0.91, 5.86, -5.60], [-0.32, 5.02, -4.68], [-0.89, 4.85, -3.06], [0.57, 3.90, -5.16], [1.40, 3.42, -4.43], [0.37, 3.52, -6.58], [1.05, 2.38, -7.11], [0.90, 1.93, -8.27], [-0.25, 4.36, -7.46], [-1.41, 6.78, -5.25], [1.71, 1.96, -6.37], [-0.44, 3.96, -8.47], [0.36, 0.07, -2.50], [6.31, -4.49, 5.40], [5.28, -4.13, 4.39], [5.43, -2.94, 3.73], [4.37, -2.23, 3.19], [4.64, -0.94, 2.49], [3.15, -3.00, 3.07], [2.93, -4.27, 3.67], [1.66, -4.99, 3.58], [4.02, -4.78, 4.38], [1.92, -2.38, 2.45], [1.64, -1.17, 2.85], [1.29, -2.97, 1.52], [7.28, -4.72, 4.99], [6.04, -5.44, 5.88], [6.34, -3.69, 6.18], [6.38, -2.44, 3.75], [5.66, -0.89, 2.02], [4.61, -0.09, 3.19], [3.90, -0.82, 1.69], [1.22, -4.77, 2.62], [0.98, -4.59, 4.33], [1.53, -6.04, 3.78], [4.00, -5.82, 4.84], [-0.50, -0.18, -3.02], [-1.40, -0.80, -2.07], [-1.27, -0.71, -0.81], [-2.23, -1.74, -2.72], [-2.11, -1.90, -4.12], [-3.04, -2.70, -4.79], [-4.18, -3.27, -4.24], [-4.25, -2.98, -2.90], [-3.24, -2.40, -2.06], [-5.43, -3.31, -2.32], [-5.62, -3.23, -1.07], [-6.36, -3.68, -3.09], [-2.74, -3.06, -6.29], [-3.72, -3.11, -7.04], [-1.60, -3.18, -6.70], [-1.19, -1.75, -4.74], [-4.91, -3.95, -4.75], [-3.46, -2.63, -0.98]], "mulliken_charge": [1.20, -1.05, 0.11, 0.71, -1.22, 0.42, -0.62, 0.16, -0.35, -0.67, -0.28, -0.61, -0.17, 0.71, -0.59, -0.38, -0.61, -0.31, -0.29, 0.25, 0.35, 0.39, 0.45, 0.44, 0.38, 0.33, 0.38, 0.23, 0.44, 0.38, 0.42, -0.28, 0.37, -0.40, -0.03, -0.22, 0.31, -0.70, 0.00, -0.13, -0.65, -0.40, 0.35, 0.43, 0.35, 0.33, -1.46, 0.86, -0.86, 0.77, -1.32, 0.83, 0.66, -1.70, -0.70, 0.35, -0.76, -0.80, 0.36, 0.38, 0.28, 0.38, 0.39, 0.29, 0.21, 0.30, 0.31, 0.44, 0.14, -0.42, 0.41, -0.39, 0.13, -0.86, 0.47, -0.45, 0.08, -0.17, 0.88, -0.58, -0.59, 0.84, -0.53, -0.53, 0.47, 0.45, 0.47], "e_homo_ev": -3.899, "relative_energy_kcal_mol": 0.0, "multiplicity": 1, "charge": -1, "e_lumo_ev": -1.0}